C11H15N | ωB97M-V/def2-TZVPD

Calculated values
Spin multiplicity: 1
F_max, eV/Å: 2.75
Energy, a.u.: -482.87139
Orbital gap, eV: 8.619
Energy above the lowest of the compared OMol25 structures with the same formula, charge and spin, kcal/mol: 27.5

Positions of all 27 atoms, in Å:
1 C -1.26800 -2.44234 1.65549
2 C -1.34861 -1.09777 1.04813
3 C -2.49524 -0.59858 0.41584
4 N -2.19434 0.63179 -0.07865
5 C -0.85313 0.88125 0.06668
6 C -0.24700 2.13633 -0.18267
7 C 1.04746 2.23270 0.25119
8 C 1.56588 1.26888 1.23311
9 C 0.96664 0.07289 1.49250
10 C -0.30784 -0.12454 0.85662
11 H -2.14930 -3.07076 1.65731
12 H -0.97620 -2.43968 2.73066
13 H -0.39356 -3.04301 1.38291
14 H -3.54525 -0.85656 0.48822
15 H -2.81484 1.25950 -0.55655
16 H -0.85703 2.89316 -0.65953
17 H 1.62831 3.11248 0.01299
18 H 2.58473 1.38806 1.58310
19 H 1.18213 -0.71770 2.20158
20 C 2.41913 -0.29864 -3.06446
21 C 1.82230 -1.55455 -2.43354
22 H 3.40773 -0.57268 -3.48062
23 H 1.83709 -0.11708 -3.96297
24 H 2.49349 0.48032 -2.32171
25 H 1.97831 -2.44005 -3.10174
26 H 2.22584 -1.94114 -1.50360
27 H 0.72775 -1.52627 -2.30772

=====

C56H118O41S3 | ωB97M-V/def2-TZVPD

Calculated values
Spin multiplicity: 1
F_max, eV/Å: 5.10
Energy, a.u.: -6483.70792
Orbital gap, eV: 9.388

Positions of all 218 atoms, in Å:
1 C -4.29372 -0.88228 7.17629
2 C -4.65464 0.60383 7.18747
3 C -5.36544 0.77618 5.81546
4 O -4.93969 -0.35470 5.06921
5 C -3.95665 -1.10228 5.75579
6 H -5.16165 -1.45697 7.49961
7 H -3.48620 -1.12936 7.86548
8 H -3.73202 1.17721 7.27756
9 H -5.34015 0.83061 8.00401
10 H -4.98108 1.66133 5.30862
11 H -6.43927 0.79321 6.00168
12 H -3.01664 -0.56392 5.63481
13 H -4.02334 -2.15660 5.48733
14 C 1.73045 -4.24042 -1.86697
15 C 0.92944 -3.94522 -3.12905
16 C 1.20603 -2.48396 -3.42784
17 O 2.51397 -2.37364 -2.89693
18 C 2.72220 -3.16683 -1.70178
19 H 2.30425 -5.16695 -1.88617
20 H 1.06669 -4.35752 -1.01034
21 H -0.14824 -4.05846 -3.01123
22 H 1.35258 -4.46868 -3.98640
23 H 0.52565 -1.76696 -2.96838
24 H 1.16560 -2.15374 -4.46582
25 H 2.56064 -2.55178 -0.81650
26 H 3.70100 -3.61727 -1.53702
27 C -0.71805 1.09617 -0.81936
28 C -1.81775 0.45915 -0.00411
29 C -1.22825 -0.89661 0.30091
30 O 0.08261 -0.92252 -0.10433
31 C 0.54239 0.46055 -0.27107
32 H -0.72370 2.18509 -0.77110
33 H -0.81463 0.65462 -1.81124
34 H -2.66846 0.29487 -0.66547
35 H -2.14615 1.01577 0.87364
36 H -1.85997 -1.63737 -0.18929
37 H -1.27506 -1.04179 1.38018
38 H 1.38054 0.36133 -0.96082
39 H 0.96348 0.93664 0.61442
40 C -0.65560 1.03119 -7.68850
41 C 0.64462 0.74826 -8.41542
42 C 1.69433 1.23211 -7.41883
43 O 1.00552 1.40989 -6.21800
44 C -0.28009 0.84980 -6.30003
45 H -1.46393 0.39308 -8.04562
46 H -0.97834 2.05378 -7.88405
47 H 0.83110 1.32009 -9.32445
48 H 0.76481 -0.32276 -8.57848
49 H 2.12207 2.16021 -7.79799
50 H 2.49237 0.53286 -7.16928
51 H -0.96715 1.44829 -5.70182
52 H -0.37281 -0.15737 -5.89369
53 C 2.38137 4.88390 -3.49366
54 C 1.69996 3.96915 -2.55006
55 C 0.44601 3.54257 -3.35059
56 O 0.16634 4.64794 -4.18509
57 C 1.41495 5.06553 -4.70292
58 H 3.22271 4.32247 -3.89993
59 H 2.75400 5.81904 -3.07563
60 H 1.49433 4.55610 -1.65490
61 H 2.24368 3.11368 -2.14924
62 H -0.52278 3.40891 -2.86925
63 H 0.58135 2.66900 -3.98828
64 H 1.30734 6.09508 -5.04430
65 H 1.69027 4.54253 -5.61878
66 O 1.71362 -3.80533 3.53360
67 S 0.96838 -2.58142 3.60066
68 O -0.41672 -2.53810 3.09564
69 O 1.06386 -2.02431 5.14050
70 C 0.73756 -2.85524 6.26205
71 C -0.75762 -2.68748 6.62902
72 C 1.88755 -1.29937 2.71872
73 H 1.36878 -2.53536 7.09110
74 H 0.90238 -3.90988 6.04139
75 H -1.02596 -3.41458 7.39546
76 H -1.39804 -2.75059 5.74926
77 H -0.95655 -1.72409 7.09848
78 H 2.08293 -1.76870 1.75452
79 H 2.75811 -1.06376 3.33085
80 H 1.27367 -0.40215 2.63980
81 O -3.51204 9.58138 -3.63439
82 S -3.49289 9.45687 -2.16733
83 O -4.75272 9.45708 -1.44228
84 O -2.60035 8.10925 -1.78346
85 C -1.44309 7.88877 -2.54639
86 C -0.59113 7.00329 -1.69884
87 C -2.45297 10.87025 -1.57917
88 H -0.98259 8.80249 -2.92208
89 H -1.76974 7.32581 -3.42073
90 H -0.99154 5.99117 -1.64059
91 H -0.46165 7.41685 -0.69870
92 H 0.39780 6.92650 -2.15074
93 H -3.15169 11.65083 -1.27818
94 H -1.83064 11.20634 -2.40853
95 H -1.87127 10.57520 -0.70586
96 O -3.14813 -7.47790 4.13140
97 S -1.70341 -7.25282 4.22838
98 O -0.94327 -7.76083 5.38909
99 O -0.97422 -7.71935 2.82275
100 C 0.46003 -7.67276 2.82841
101 C 0.89204 -6.90342 1.57861
102 C -1.34099 -5.42767 3.95037
103 H 0.83764 -8.69259 2.75460
104 H 0.92503 -7.28382 3.73428
105 H 1.97355 -6.80069 1.48996
106 H 0.52056 -5.87913 1.60937
107 H 0.37698 -7.37346 0.74083
108 H -1.53218 -5.20081 2.90152
109 H -0.30369 -5.26696 4.24412
110 H -1.96850 -4.90572 4.67279
111 C -4.88771 -2.98947 2.59716
112 O -5.49924 -1.86924 1.95684
113 C -5.94916 -2.13691 0.70285
114 O -5.58600 -3.01387 -0.02287
115 O -6.79348 -1.08217 0.36673
116 C -7.25993 -0.99784 -0.95538
117 H -5.44119 -3.92010 2.47192
118 H -4.84750 -2.94096 3.68534
119 H -3.87881 -3.15907 2.22104
120 H -8.26541 -0.57701 -0.95664
121 H -7.34261 -1.89526 -1.56850
122 H -6.64523 -0.36333 -1.59383
123 C 1.29829 0.53762 7.03040
124 O 0.57025 0.62061 5.77803
125 C -0.47589 1.33457 5.65181
126 O -1.04799 2.03271 6.52304
127 O -0.93394 1.06606 4.40133
128 C -2.24990 1.51866 4.04553
129 H 0.75559 0.02569 7.82506
130 H 1.38095 1.55433 7.41458
131 H 2.24216 0.03147 6.82789
132 H -3.01599 1.40890 4.81309
133 H -2.58074 0.88042 3.22620
134 H -2.31147 2.56955 3.76279
135 C -4.21236 -8.53436 1.45708
136 O -3.67102 -7.21654 1.37046
137 C -3.34906 -6.67841 0.23486
138 O -3.41742 -7.25778 -0.88663
139 O -2.72594 -5.54196 0.49104
140 C -2.31223 -4.64470 -0.57647
141 H -5.15488 -8.51595 0.90989
142 H -4.35069 -8.98608 2.43939
143 H -3.55966 -9.24864 0.95518
144 H -1.41330 -4.98674 -1.08934
145 H -1.94913 -3.73163 -0.10468
146 H -3.15548 -4.44685 -1.23819
147 C 6.88118 2.91707 -5.96232
148 O 5.59877 2.76531 -5.30701
149 C 5.20460 1.59116 -4.73396
150 O 5.91303 0.62843 -4.70910
151 O 4.02558 1.72281 -4.16240
152 C 3.34589 0.59084 -3.68519
153 H 7.40421 1.97031 -6.09721
154 H 7.48038 3.61966 -5.38317
155 H 6.75217 3.32794 -6.96364
156 H 2.39290 0.80670 -3.20217
157 H 4.03989 0.05091 -3.04103
158 H 3.07273 -0.03790 -4.53266
159 C -3.12844 5.97350 0.84353
160 O -3.62717 4.82952 1.54771
161 C -4.08529 3.79939 0.87979
162 O -4.11980 3.64596 -0.33518
163 O -4.59220 2.99521 1.78512
164 C -5.23906 1.78866 1.35267
165 H -3.89984 6.56353 0.34862
166 H -2.29633 5.67281 0.20692
167 H -2.55114 6.59588 1.52724
168 H -6.13178 2.15713 0.84732
169 H -5.55764 1.19393 2.20876
170 H -4.62085 1.19351 0.68055
171 C 8.28071 -5.77499 -0.69600
172 O 7.18964 -4.98868 -1.20589
173 C 7.40345 -3.68188 -1.55275
174 O 8.46440 -3.14320 -1.56766
175 O 6.19538 -3.17227 -2.00321
176 C 6.24912 -1.84797 -2.51488
177 H 9.15237 -5.69606 -1.34568
178 H 8.12244 -6.84618 -0.57109
179 H 8.58476 -5.38873 0.27685
180 H 5.33390 -1.57481 -3.04011
181 H 6.96783 -1.77767 -3.33134
182 H 6.46647 -1.12983 -1.72423
183 C 4.04442 1.69396 3.14741
184 O 2.99935 2.61017 2.77356
185 C 3.25183 3.65627 1.95250
186 O 4.36745 4.18338 1.73768
187 O 2.11652 4.23095 1.69028
188 C 2.05419 5.48623 1.12169
189 H 4.31206 0.94103 2.40608
190 H 3.69557 1.09661 3.98977
191 H 4.93503 2.18164 3.54375
192 H 2.97951 5.80409 0.64123
193 H 1.94843 6.15836 1.97325
194 H 1.19061 5.58678 0.46424
195 C 6.95658 -0.72653 1.29645
196 O 6.12886 0.23140 0.61594
197 C 4.84467 0.01950 0.19617
198 O 4.26567 -1.06880 0.43275
199 O 4.31518 1.07340 -0.46118
200 C 5.04372 2.29734 -0.76346
201 H 6.32745 -1.46294 1.79642
202 H 7.70971 -0.39172 2.00976
203 H 7.54674 -1.20906 0.51736
204 H 5.44394 2.74284 0.14729
205 H 4.34176 3.01826 -1.18256
206 H 5.82001 2.15244 -1.51476
207 C -3.16315 -2.51642 -3.33062
208 O -3.89757 -1.29066 -3.17785
209 C -3.24527 -0.13331 -3.27390
210 O -2.09139 -0.01105 -3.68766
211 O -4.11818 0.84113 -2.91581
212 C -3.65412 2.15753 -3.00700
213 H -2.39851 -2.76002 -2.59299
214 H -2.65985 -2.50676 -4.29742
215 H -3.90091 -3.31546 -3.25754
216 H -4.44544 2.84753 -2.71404
217 H -3.29482 2.43598 -3.99769
218 H -2.84626 2.33035 -2.29595

=====

C33H42F16IN3O6S | ωB97M-V/def2-TZVPD

Calculated values
Spin multiplicity: 1
F_max, eV/Å: 2.34
Energy, a.u.: -4191.90061
Orbital gap, eV: 8.687

Positions of all 102 atoms, in Å:
1 C -7.74929 3.04337 0.31241
2 C -6.88997 3.86014 -0.35513
3 N -5.58932 3.37710 -0.72998
4 O -5.37312 3.65353 -2.09085
5 C -4.48993 3.88564 0.12275
6 C -3.39916 4.63714 -0.62833
7 O -2.69933 5.40844 0.36392
8 C -1.29086 5.27236 0.29270
9 C -0.67505 6.23848 1.31177
10 C -3.86146 2.74417 0.96484
11 C -3.83255 1.44796 0.12967
12 C -2.59632 0.62639 0.45414
13 C -2.71100 -0.65833 0.97968
14 C -1.57763 -1.39050 1.31766
15 C -0.29499 -0.88124 1.14451
16 C 0.93911 -1.64379 1.54740
17 C -0.16901 0.38846 0.57919
18 C -1.30593 1.11283 0.24692
19 O -4.63579 2.62393 2.14118
20 C -3.89757 2.69147 3.35955
21 C -4.74245 3.47511 4.36520
22 C -5.90634 2.69038 5.00649
23 C -5.89217 2.85614 6.53332
24 I -6.68664 1.15956 7.56927
25 C -3.55548 1.25985 3.78869
26 C -3.08351 1.10463 5.23774
27 S -1.26722 1.12058 5.33111
28 C -1.02921 2.55095 6.29403
29 N -1.89879 3.41708 6.69934
30 N -1.16351 4.33115 7.45703
31 C 0.05678 3.94608 7.43951
32 O 0.22693 2.80245 6.69978
33 H -8.73605 2.80106 -0.06790
34 H -7.43772 2.57825 1.24526
35 H -7.17303 4.89855 -0.53187
36 H -5.45108 2.80400 -2.53800
37 H -4.93630 4.58752 0.82967
38 H -3.78648 5.34422 -1.35651
39 H -2.68667 3.94528 -1.08354
40 H -1.03519 4.25956 0.62056
41 H -0.89277 5.48049 -0.70249
42 H -1.43285 6.89015 1.73863
43 H 0.11271 6.83987 0.86407
44 H -0.22646 5.68603 2.13616
45 H -2.82989 3.04864 1.14262
46 H -3.76905 1.69178 -0.92906
47 H -4.69722 0.83343 0.36177
48 H -3.68432 -1.10578 1.13627
49 H -1.67832 -2.38832 1.73015
50 H 0.74902 -2.71446 1.53568
51 H 1.14565 -1.38335 2.59030
52 H 1.81934 -1.35253 0.98280
53 H 0.79433 0.84182 0.38918
54 H -1.19940 2.09923 -0.19387
55 H -2.95123 3.23277 3.25628
56 H -4.06958 3.82821 5.14924
57 H -5.13466 4.36471 3.87694
58 H -5.95531 1.64758 4.70807
59 H -6.84651 3.13948 4.68650
60 H -4.88752 3.00661 6.91871
61 H -6.44073 3.74681 6.82257
62 H -4.39603 0.59875 3.58208
63 H -2.75121 0.91038 3.14098
64 H -3.39252 0.12725 5.60290
65 H -3.50211 1.82980 5.92395
66 H 0.89037 4.40680 7.93307
67 F 4.95543 -1.86730 0.03945
68 C 6.14452 -1.54852 -0.50915
69 F 6.26272 -0.20084 -0.46324
70 C 6.24192 -2.00790 -1.96682
71 F 5.32054 -1.36560 -2.71680
72 F 7.46531 -1.59857 -2.40534
73 C 6.16819 -3.51878 -2.25143
74 O 4.91651 -4.04612 -2.69494
75 C 3.98358 -4.44047 -1.76010
76 F 4.48284 -4.42124 -0.51504
77 F 3.68091 -5.73346 -2.03384
78 C 2.69301 -3.62597 -1.87426
79 F 2.93118 -2.31959 -1.65313
80 F 1.81099 -4.05074 -0.94320
81 H 6.94669 -1.98635 0.09127
82 H 6.83194 -3.67764 -3.09594
83 H 6.58766 -4.10951 -1.43880
84 H 2.25308 -3.73521 -2.86786
85 F 8.08179 -5.12539 -7.30150
86 C 7.59713 -5.19113 -8.55728
87 F 7.76545 -3.97349 -9.12297
88 C 6.10832 -5.54463 -8.56881
89 F 5.39622 -4.57282 -7.96008
90 F 5.73252 -5.54874 -9.87960
91 C 5.69607 -6.91293 -7.99812
92 O 5.18666 -6.94434 -6.67555
93 C 6.02311 -7.06005 -5.59191
94 F 7.29325 -7.29875 -5.96810
95 F 5.61412 -8.13839 -4.88887
96 C 5.91392 -5.84361 -4.67203
97 F 6.27458 -4.71684 -5.31972
98 F 6.75800 -6.00607 -3.62340
99 H 8.17572 -5.92127 -9.12991
100 H 4.85190 -7.22870 -8.60903
101 H 6.46708 -7.66797 -8.15243
102 H 4.89672 -5.72718 -4.30820